No. 1
The following is a quantum chemistry calculation of a molecular structure, C33H34ClN2NaO2S, from OMol25.

* highest occupied orbital energy: -0.3 eV
* total charge: -2
* lowest unoccupied orbital energy: 3.88 eV
* gap between HOMO and LUMO: 4.180 eV
* relative energy (zero: lowest compared OMol25 entry of this formula, charge and spin): 12.3 kcal/mol

Each line ends with the Mulliken charge.
Atoms and positions in Å:
Na1 -0.98477 0.54456 0.61608  0.643
C1 -3.04694 -0.97068 -0.14236  0.455
C2 -2.94313 -0.31121 -1.38289  0.778
C3 -3.29419 1.03939 -1.19048  1.064
C4 -3.59675 1.23170 0.17496  0.480
C5 -3.45106 -0.01930 0.82286  -0.083
C6 -3.67617 -0.31953 2.27537  -1.488
C7 -4.03033 2.51395 0.82116  -1.707
C8 -3.37773 2.05437 -2.28855  -1.783
C9 -2.55512 -0.90945 -2.70115  -1.765
C10 -2.79212 -2.41990 0.14655  -1.387
H1 -4.56298 -0.94338 2.45552  0.272
H2 -3.82127 0.59523 2.85599  0.384
H3 -2.83235 -0.84717 2.73386  0.246
H4 -5.10627 2.71545 0.71649  0.237
H5 -3.50852 3.38328 0.41218  0.276
H6 -3.81872 2.51578 1.89370  0.365
H7 -3.71950 3.02168 -1.91178  0.450
H8 -4.08390 1.76139 -3.07798  0.352
H9 -2.41849 2.22408 -2.79484  0.188
H10 -3.37896 -0.91141 -3.42858  0.385
H11 -2.22863 -1.94612 -2.59295  0.424
H12 -1.72675 -0.37185 -3.17828  0.224
H13 -3.71548 -3.00657 0.25015  0.352
H14 -2.23037 -2.55759 1.07652  0.236
H15 -2.19983 -2.89799 -0.63726  0.352
C11 5.00967 -2.01033 -2.73002  -1.448
C12 4.04465 -1.63092 -1.63183  1.752
C13 4.39934 -1.93349 -0.28328  -1.430
C14 3.61921 -1.37852 0.72167  -0.029
C15 2.42879 -0.73141 0.46887  -1.145
C16 1.79086 -0.79176 -0.90680  0.557
C17 2.88616 -0.99429 -1.93136  -1.829
S1 1.56655 0.01496 1.74341  1.455
O1 0.26740 -0.69099 1.91926  -0.701
O2 2.36970 0.03111 2.95863  -0.836
N1 1.15929 1.44294 1.15773  -0.407
C18 1.00750 2.56383 1.88456  0.185
C19 1.49910 2.85418 3.16297  -0.748
C20 1.38503 4.13538 3.71588  -0.677
C21 0.78551 5.18224 3.06645  -0.942
C22 0.21054 4.93442 1.79690  1.165
C23 -0.44971 5.94017 1.05428  -0.696
C24 -1.01722 5.63678 -0.14804  -0.670
C25 -0.95182 4.30074 -0.59711  -0.328
N2 -0.34605 3.34530 0.05707  -0.090
C26 0.27053 3.64011 1.22942  0.118
H16 6.03426 -2.06364 -2.35451  0.368
H17 4.97843 -1.28817 -3.54948  0.356
H18 4.76089 -2.99246 -3.14508  0.224
H19 5.34332 -2.41519 -0.06009  0.243
H20 3.96433 -1.40341 1.75102  0.404
H21 1.29560 0.16687 -1.11215  0.719
H22 2.69218 -0.68360 -2.95579  0.214
H23 2.01514 2.08052 3.70841  0.567
H24 1.81661 4.29241 4.70014  0.337
H25 0.73082 6.17531 3.49670  0.324
H26 -0.49096 6.94638 1.45975  0.354
H27 -1.52788 6.38163 -0.74615  0.388
H28 -1.44431 4.02224 -1.52080  0.333
Cl1 2.86331 -7.39709 0.09702  -0.295
C27 2.22728 -5.78983 -0.24137  0.511
C28 1.73350 -5.02811 0.80297  -0.924
C29 1.22516 -3.76823 0.52774  -0.023
C30 1.20754 -3.27021 -0.77395  -0.343
C31 0.69525 -1.88344 -1.03118  0.681
C32 1.71317 -4.06631 -1.79791  -0.022
C33 2.22639 -5.32887 -1.54438  -0.933
H29 1.75547 -5.41412 1.81308  0.396
H30 0.85267 -3.14316 1.33091  0.325
H31 -0.10400 -1.70315 -0.30663  -0.834
H32 0.25545 -1.83378 -2.03298  0.648
H33 1.71992 -3.67734 -2.80870  0.394
H34 2.62578 -5.94444 -2.33953  0.386

---

No. 2
The following is a quantum chemistry calculation of a molecular structure, C33H34F5MnN6S2Sb at a distorted geometry, from OMol25.

* highest occupied orbital energy (alpha / beta): -6.6 / -7.6 eV
* multiplicity: 6
* lowest unoccupied orbital energy (alpha / beta): -0.28 / -0.36 eV
* gap between HOMO and LUMO (alpha / beta): 6.282 / 7.224 eV
* <S²>: 8.7572
* relative energy (zero: lowest compared OMol25 entry of this formula, charge and spin): 0.0 kcal/mol

Each line ends with the Mulliken spin population.
Atoms and positions in Å:
Mn1 -0.42634 1.44478 0.29914  4.666
C1 2.02965 -0.32604 5.03511  -0.004
C2 2.19223 1.17453 4.81863  0.007
N1 2.63130 1.51334 3.47405  -0.002
C3 1.82651 1.47347 2.37039  0.028
S1 0.10257 1.46198 2.61167  0.076
N2 2.47666 1.46842 1.23517  -0.001
N3 1.65787 1.33728 0.12626  -0.033
C4 2.17519 1.53746 -1.04766  0.026
C5 3.61817 1.84417 -1.28751  0.005
C6 1.23733 1.44071 -2.15279  0.008
C7 1.61817 1.56659 -3.49601  0.006
C8 0.64714 1.49134 -4.47118  0.002
C9 -0.68723 1.28136 -4.10267  0.004
C10 -0.99530 1.19501 -2.76383  0.025
N4 -0.07102 1.30806 -1.80241  0.008
H1 1.74804 -0.53639 6.06903  0.000
H2 2.96164 -0.85357 4.82436  0.000
H3 1.24982 -0.71937 4.38181  0.002
H4 2.92774 1.58342 5.51211  0.001
H5 1.24914 1.68619 5.00145  0.000
H6 3.60204 1.35040 3.25585  -0.001
H7 4.16589 1.79117 -0.35272  0.000
H8 3.73242 2.84427 -1.71128  0.002
H9 4.04972 1.13431 -1.99705  0.001
H10 2.65740 1.71313 -3.74940  0.001
H11 0.92069 1.59014 -5.51401  0.000
H12 -1.47215 1.19722 -4.84041  0.001
H13 -2.01583 1.04764 -2.43648  -0.006
F1 -2.95649 0.74098 1.72522  0.009
C11 -2.56832 1.14537 0.45900  0.068
F2 -2.97238 0.08808 -0.37641  -0.003
C12 -3.54785 2.27244 0.11118  -0.006
F3 -3.25845 2.79543 -1.09995  0.005
F4 -3.44421 3.26787 1.01209  0.001
F5 -4.82963 1.90083 0.08258  0.002
S2 0.41587 4.19544 -0.03117  0.010
C13 -0.94717 5.01964 0.52322  0.021
N5 -1.33264 5.10657 1.79889  0.003
C14 -2.51450 5.93448 1.98229  0.000
C15 -2.98884 6.12947 0.52648  0.000
N6 -1.81743 5.71117 -0.23333  0.003
H14 -0.77250 4.71061 2.53553  0.002
H15 -2.25033 6.88042 2.45898  0.000
H16 -3.26346 5.42798 2.58877  0.000
H17 -3.25026 7.16391 0.31073  0.000
H18 -3.84391 5.48911 0.30287  0.000
H19 -1.83631 5.54135 -1.22383  0.000
C16 -3.03237 -5.31563 1.85823  0.000
C17 -1.71714 -5.61749 1.54030  0.000
C18 -0.88490 -4.64293 1.00630  -0.002
C19 -1.36245 -3.35461 0.78998  0.016
C20 -2.68461 -3.05559 1.12398  -0.004
C21 -3.51783 -4.03341 1.64870  0.000
Sb1 -0.17642 -1.76757 -0.01716  0.045
C22 -0.44708 -2.24337 -2.08409  0.001
C23 0.57016 -1.91726 -2.98290  -0.002
C24 0.39278 -2.08781 -4.34582  0.000
C25 -0.81656 -2.56759 -4.83194  0.000
C26 -1.84014 -2.87705 -3.95022  0.000
C27 -1.65543 -2.71571 -2.58205  -0.003
C28 1.74406 -2.65888 0.17272  0.013
C29 2.17521 -3.69239 -0.66004  -0.001
C30 3.42694 -4.25979 -0.48221  0.001
C31 4.26101 -3.80605 0.53259  0.000
C32 3.83859 -2.78786 1.37089  0.000
C33 2.58483 -2.21596 1.19035  -0.005
H20 -3.67743 -6.07905 2.27536  0.000
H21 -1.33793 -6.61772 1.71119  0.000
H22 0.14141 -4.88851 0.76455  0.000
H23 -3.06322 -2.04966 0.98133  0.002
H24 -4.54259 -3.79163 1.90214  0.000
H25 1.51947 -1.53511 -2.61235  -0.003
H26 1.19484 -1.84092 -5.03117  0.000
H27 -0.96017 -2.70173 -5.89703  0.000
H28 -2.78362 -3.25169 -4.32775  0.000
H29 -2.45411 -2.97722 -1.89752  0.000
H30 1.52534 -4.06298 -1.44922  0.000
H31 3.75441 -5.05951 -1.13534  0.000
H32 5.24045 -4.24723 0.66903  0.000
H33 4.48669 -2.43494 2.16340  0.000
H34 2.26718 -1.40731 1.84296  0.003